[1]
This record from OMol25 describes a 4-piece molecular cluster, C17H29FO7 overall in a non-equilibrium geometry. The level of theory is the ωB97M-V functional and the def2-TZVPD basis.

Atoms and positions in Å:
C (2.113, 2.990, 1.296)
C (0.819, 2.023, 1.390)
C (1.144, 0.655, 2.192)
F (0.400, 0.509, 3.412)
C (1.070, -0.592, 1.207)
C (-0.124, -1.064, 0.572)
C (-1.473, -0.277, 0.878)
C (-2.825, -1.050, 0.493)
C (-3.543, -0.413, -0.822)
O (-4.980, -0.325, -0.518)
C (0.057, -2.299, -0.403)
O (-0.692, -3.294, -0.502)
C (1.384, -2.280, -1.324)
C (2.574, -1.824, -0.679)
C (3.991, -1.714, -1.406)
C (4.869, -0.513, -0.760)
O (5.865, -0.757, -0.025)
C (2.449, -1.355, 0.862)
O (3.326, -1.590, 1.726)
H (2.494, 3.239, 2.340)
H (1.797, 3.937, 0.726)
H (2.943, 2.518, 0.647)
H (-0.118, 2.552, 1.761)
H (0.610, 1.693, 0.302)
H (2.251, 0.748, 2.506)
H (-1.444, 0.743, 0.337)
H (-1.534, -0.028, 1.992)
H (-3.571, -0.836, 1.349)
H (-2.736, -2.182, 0.439)
H (-3.191, 0.679, -0.902)
H (-3.360, -1.021, -1.767)
H (-5.280, 0.601, -0.677)
H (1.391, -2.599, -2.423)
H (4.578, -2.671, -1.152)
H (3.923, -1.555, -2.533)
H (4.575, 0.577, -0.929)
C (2.066, -3.708, -5.220)
O (2.452, -2.455, -4.668)
H (2.180, -4.479, -4.458)
H (1.022, -3.665, -5.537)
H (2.705, -3.947, -6.074)
H (2.342, -1.793, -5.361)
C (3.125, 4.795, 5.064)
O (1.931, 5.146, 4.379)
H (3.978, 5.044, 4.433)
H (3.192, 5.355, 6.000)
H (3.130, 3.722, 5.270)
H (1.193, 4.916, 4.957)
C (-8.376, -0.324, -1.086)
O (-7.647, 0.129, -2.217)
H (-8.717, 0.540, -0.515)
H (-9.242, -0.904, -1.416)
H (-7.730, -0.942, -0.456)
H (-7.359, -0.654, -2.701)

SMILES ... CC[C@@H](F)C1=C(CCCO)C(=O)C=C(CC=O)C1=O.CO.CO.CO
2S+1 ... 1

Atomic partial charges in e from the Mulliken method, atoms 1 to 2:
1 C -0.931
2 C -0.415

***

[2]
This record from OMol25 describes C17H29GeN3O7W as an isolated structure. The level of theory is the ωB97M-V functional and the def2-TZVPD basis.

Atoms and positions in Å:
W (0.620, 0.986, -0.124)
O (2.439, 2.442, -3.672)
C (1.936, 2.188, -2.512)
O (1.445, 1.090, -2.197)
C (1.961, 3.295, -1.522)
C (2.480, 4.561, -1.647)
C (2.369, 5.414, -0.538)
C (1.739, 4.992, 0.622)
C (1.225, 3.701, 0.661)
N (1.372, 2.902, -0.385)
C (0.466, 3.083, 1.833)
O (0.184, 3.737, 2.786)
O (0.154, 1.791, 1.658)
H (2.390, 1.675, -4.272)
H (2.955, 4.878, -2.564)
H (2.778, 6.414, -0.595)
H (1.629, 5.630, 1.489)
N (-1.988, 3.835, -0.017)
N (-2.850, 2.786, -0.364)
C (-2.420, 1.551, -0.672)
O (-3.085, 0.576, -0.852)
O (-1.034, 1.458, -0.773)
H (-2.185, 4.118, 0.939)
H (-2.174, 4.626, -0.623)
H (-3.852, 2.888, -0.274)
C (3.349, -0.089, 1.204)
O (2.184, 0.364, 0.514)
H (3.136, -0.086, 2.271)
H (4.165, 0.593, 0.975)
H (3.589, -1.093, 0.861)
C (0.055, -3.165, 4.134)
C (-0.557, -2.115, 3.218)
C (0.061, -2.144, 1.823)
C (-0.583, -1.089, 0.899)
Ge (0.107, -1.421, -0.958)
C (-1.118, -1.716, -2.426)
C (-1.384, -3.215, -2.600)
C (-1.906, -3.862, -1.323)
C (-2.236, -5.338, -1.496)
H (-0.396, -3.129, 5.124)
H (1.129, -3.011, 4.252)
H (-0.097, -4.170, 3.737)
H (-0.425, -1.115, 3.645)
H (-1.635, -2.274, 3.133)
H (-0.056, -3.142, 1.394)
H (1.139, -1.969, 1.892)
H (-0.600, -0.158, 1.484)
H (-1.651, -1.248, 0.712)
H (1.358, -2.299, -0.871)
H (-0.661, -1.275, -3.315)
H (-2.030, -1.160, -2.202)
H (-0.475, -3.726, -2.928)
H (-2.114, -3.341, -3.402)
H (-2.789, -3.317, -0.974)
H (-1.146, -3.760, -0.528)
H (-3.015, -5.469, -2.247)
H (-2.593, -5.777, -0.566)
H (-1.360, -5.900, -1.821)

2S+1 ... 1
ΔE to the lowest compared entry with this formula, charge and spin ... 10.9 kcal per mole
Total charge ... +2

Atomic partial charges in e from the Mulliken method, atoms 1 to 2:
1 W 1.665
2 O -0.403

***

| no. | HOMO (eV) | LUMO level (eV) |
| --- | --- | --- |
| 1 | -9.657 | -1.11 |
| 2 | -15.176 | -8.00 |